Entry from the Open Molecules 2025 dataset: C30H36BCl3F8N4O4PTi as an isolated structure (ωB97M-V with the def2-TZVPD basis set).

Geometry as XYZ:
```
88
Properties=species:S:1:pos:R:3
Ti 0.3020 -0.1662 -0.0779
C -1.2470 4.5236 2.9820
C -1.0585 3.6776 1.7110
N -1.7678 2.4186 1.6581
C -3.2096 2.5458 1.5071
C -3.6215 2.3392 0.0495
C -1.3667 1.3899 2.5920
C 0.1390 1.2221 2.8008
N 0.8608 0.8787 1.5906
C 2.1844 1.0090 1.6441
C 2.9293 0.8755 0.4398
F 2.1960 0.5972 -0.7004
C 4.2952 0.9719 0.3416
F 4.8843 0.8180 -0.8605
C 5.0789 1.2175 1.4595
C 4.4032 1.3497 2.6614
F 5.1262 1.5860 3.7779
C 3.0307 1.2556 2.7721
F 2.5241 1.3618 4.0359
H -0.5079 5.3201 2.9842
H -1.1149 3.9209 3.8776
H -2.2347 4.9792 3.0138
H 0.0032 3.4674 1.5797
H -1.3739 4.2554 0.8393
H -3.5492 3.5370 1.8413
H -3.7188 1.8046 2.1346
H -3.0957 3.0429 -0.5877
H -3.3593 1.3379 -0.2843
H -4.6939 2.4851 -0.0683
H -1.7468 0.4391 2.1955
H -1.8095 1.5452 3.5992
H 0.2672 0.4284 3.5572
H 0.5435 2.1483 3.2274
H 6.1494 1.2830 1.4041
Cl 0.4439 -3.6806 -6.7871
C 0.2464 -2.9952 -5.2102
C 0.8271 -3.6174 -4.1152
C 0.6839 -3.0472 -2.8694
Cl 1.3124 -3.8816 -1.4995
C 0.0236 -1.8091 -2.6545
O -0.0092 -1.2078 -1.5157
C -0.6372 -1.2881 -3.8009
Cl -1.6121 0.1028 -3.5580
C -0.5227 -1.8479 -5.0527
H 1.3855 -4.5328 -4.2233
H -1.0211 -1.3927 -5.8928
N 4.9746 -4.6502 3.3645
C 4.2047 -3.9846 2.8080
C 3.2909 -3.1993 2.1272
C 2.0058 -2.8844 2.6515
C 1.1512 -2.1011 1.9386
N 1.4214 -1.5895 0.7008
C 2.6381 -1.9418 0.1758
C 3.5671 -2.6918 0.8271
H 1.7118 -3.2745 3.6156
H 0.1703 -1.8432 2.3407
H 2.8390 -1.5929 -0.8340
H 4.5109 -2.9130 0.3522
C -5.1888 -0.8534 1.3468
C -3.9854 -1.3627 2.1310
O -3.0853 -2.1197 1.3568
P -1.8980 -1.5661 0.3032
O -1.4938 -3.0619 -0.1391
C -1.2363 -4.1277 0.7676
C -2.2113 -5.2607 0.4854
O -2.7656 -1.1186 -0.9683
C -3.6305 -2.0151 -1.6718
C -4.6763 -1.2069 -2.4215
H -5.8678 -0.3465 2.0286
H -5.7178 -1.6825 0.8833
H -4.8719 -0.1552 0.5775
H -4.3224 -2.0431 2.9235
H -3.4708 -0.5193 2.5989
H -1.3412 -3.7870 1.7996
H -0.2062 -4.4558 0.6037
H -3.2259 -4.9178 0.6684
H -1.9938 -6.1109 1.1258
H -2.1205 -5.5625 -0.5539
H -4.0962 -2.7032 -0.9592
H -3.0236 -2.5968 -2.3721
H -5.3643 -0.7235 -1.7344
H -5.2380 -1.8628 -3.0788
H -4.1811 -0.4459 -3.0157
F -0.8899 3.1688 -1.9570
B -0.1125 2.2049 -1.4118
F 0.7940 2.6975 -0.5045
F 0.5570 1.4326 -2.3422
F -0.9490 1.2620 -0.6682
```

The charge is -1. Its energy above the lowest of the compared OMol25 structures with the same formula, charge and spin is 198.5 kJ/mol. Its spin multiplicity is 3. The value obtained for the LUMO energy (alpha / beta) is 2.27 / 2.27 eV. For the calculated total energy, the calculation gives -5080.3273 Eh. As for the HOMO energy (alpha / beta): -2.94 / -5.24 eV.

***

Entry from the Open Molecules 2025 dataset: C30H36BFeN9 as an isolated structure (ωB97M-V with the def2-TZVPD basis set).

Geometry as XYZ:
```
77
Properties=species:S:1:pos:R:3
Fe 0.1346 -0.1697 -0.5675
C 3.7999 1.9472 -1.1511
C 2.9090 1.2746 -0.3202
N 1.8854 0.8036 -1.0305
N 2.0866 1.1699 -2.3179
C 3.2323 1.8611 -2.4075
B 1.0212 0.8409 -3.4185
N 0.8564 -0.7134 -3.4536
C 1.0154 -1.6391 -4.4201
C 0.7359 -2.8832 -3.9055
C 0.4024 -2.6346 -2.5761
N 0.4756 -1.3371 -2.3102
N -0.3565 1.4444 -2.9802
C -1.1327 2.3516 -3.5910
C -2.2196 2.6239 -2.7831
C -2.0240 1.8293 -1.6576
N -0.9058 1.1175 -1.7871
N 1.4479 1.5061 -4.7175
C 1.7440 1.1003 -5.9830
C 2.0690 2.2011 -6.7246
C 1.9466 3.2746 -5.8226
N 1.5770 2.8638 -4.6269
H 4.7228 2.4292 -0.8831
H 2.9601 1.0937 0.7423
H 3.5767 2.2496 -3.3488
H 1.3152 -1.3825 -5.4161
H 0.7701 -3.8265 -4.4199
H 0.1149 -3.3317 -1.8059
H -0.8721 2.7494 -4.5551
H -3.0301 3.3007 -2.9851
H -2.6348 1.7230 -0.7745
H 1.7144 0.0771 -6.3028
H 2.3521 2.2261 -7.7620
H 2.1125 4.3262 -5.9962
C 0.1582 4.6224 1.3345
C -0.1862 3.3626 2.0822
C -0.5495 3.3899 3.4337
C -0.8736 2.2245 4.1457
C -1.2595 2.2976 5.5998
C -0.8348 1.0124 3.4996
C -0.4712 0.9258 2.1220
C -0.1517 2.1433 1.4485
N -0.4013 -0.1985 1.3977
C -0.6891 -1.5585 1.8951
C -2.1516 -1.7261 2.3514
C -2.4063 -3.1900 2.7321
C -1.4508 -3.5968 3.8603
C 0.0004 -3.4606 3.3844
C 0.2298 -4.3618 2.1687
C -0.7286 -3.9528 1.0479
C -2.1792 -4.0910 1.5158
C -0.4677 -2.4867 0.6931
C 0.2791 -1.9994 3.0102
H 0.0828 5.4979 1.9761
H -0.5118 4.7615 0.4852
H 1.1747 4.5717 0.9423
H -0.5822 4.3424 3.9501
H -1.2423 3.3234 5.9623
H -0.5743 1.7112 6.2129
H -2.2635 1.9013 5.7550
H -1.0853 0.1249 4.0553
H 0.1281 2.1066 0.4010
H -2.8177 -1.4163 1.5396
H -2.3634 -1.0852 3.2051
H -3.4392 -3.2879 3.0714
H -1.6474 -4.6296 4.1569
H -1.6186 -2.9682 4.7398
H 0.6799 -3.7510 4.1879
H 0.0584 -5.4061 2.4392
H 1.2659 -4.2789 1.8273
H -0.5603 -4.5776 0.1676
H -2.3861 -5.1313 1.7767
H -2.8634 -3.8147 0.7081
H -1.1515 -2.1870 -0.1197
H 0.5755 -2.3811 0.3483
H 1.3090 -1.8802 2.6581
H 0.1639 -1.3693 3.8902
```

The charge is +1. Its energy above the lowest of the compared OMol25 structures with the same formula, charge and spin is 0.0 kJ/mol. Its spin multiplicity is 6. The value obtained for the LUMO energy (alpha / beta) is -1.77 / -4.83 eV. For the calculated total energy, the calculation gives -2946.1024 Eh. As for the HOMO energy (alpha / beta): -11.22 / -11.44 eV.

***

Entry from the Open Molecules 2025 dataset: C30H36Br2CrN8O5S2 as an isolated structure (ωB97M-V with the def2-TZVPD basis set).

Geometry as XYZ:
```
84
Properties=species:S:1:pos:R:3
Cr 0.8669 0.0533 0.1553
Br -0.4658 1.0385 6.6591
C -0.0058 0.7267 4.8706
C 0.2733 -0.5561 4.4321
C 0.5951 -0.7292 3.0998
N 0.6597 0.2810 2.2348
C 0.3757 1.5200 2.6589
C 0.0384 1.7833 3.9755
C 0.4138 2.5665 1.6117
C 0.3431 3.9177 1.9055
C 0.4106 4.8269 0.8635
Br 0.3160 6.6645 1.2168
C 0.5487 4.3702 -0.4355
C 0.6030 3.0050 -0.6375
N 0.5374 2.1198 0.3539
H 0.2298 -1.4019 5.1018
H 0.7992 -1.7081 2.6914
H -0.2078 2.7804 4.3062
H 0.2592 4.2669 2.9230
H 0.6139 5.0510 -1.2714
H 0.7107 2.6106 -1.6371
C -3.4088 4.0848 -0.3791
C -3.3806 2.7376 0.2544
N -2.4962 1.7887 0.0266
C -2.8927 0.7137 0.7876
C -4.0348 1.0298 1.4865
N -4.3150 2.3180 1.1360
C -4.9568 0.3789 2.4624
O -4.7453 -0.8866 2.7453
O -5.8457 1.0386 2.9442
C -2.1593 -0.5798 0.8041
O -2.7207 -1.5776 1.2790
O -0.9846 -0.6288 0.3122
H -2.3994 4.4817 -0.4609
H -4.0110 4.7808 0.2030
H -3.8319 4.0282 -1.3829
H -5.1075 2.8181 1.5136
H -3.9710 -1.2365 2.2150
N -0.9929 -0.2914 -6.6155
C 0.1871 0.1526 -6.1550
S 1.3778 0.7611 -7.0968
C 0.3360 0.1076 -4.6686
C -0.7072 0.4812 -3.8265
C -0.5067 0.4754 -2.4592
N 0.6589 0.1034 -1.9157
C 1.6627 -0.2692 -2.7212
C 1.5441 -0.2710 -4.0947
H -1.1526 -0.2896 -7.6099
H -1.6435 -0.7804 -6.0247
H -1.6577 0.8130 -4.2223
H -1.2790 0.7917 -1.7658
H 2.5742 -0.5706 -2.2246
H 2.3795 -0.5504 -4.7204
C 3.8596 2.4798 0.5713
C 3.5177 1.3770 -0.4251
C 4.7924 0.6966 -0.9073
O 2.6826 0.4125 0.1648
H 4.5675 3.1895 0.1397
H 4.3145 2.0336 1.4575
H 2.9755 3.0364 0.8849
H 3.0206 1.8364 -1.2977
H 5.3230 0.2721 -0.0535
H 5.4503 1.4066 -1.4106
H 4.5727 -0.1185 -1.5977
C 2.1265 -4.4062 2.1740
N 1.0670 -4.5502 1.1814
C 0.7328 -5.9461 0.8979
C 0.7407 -3.5569 0.3302
S 1.8294 -2.2276 0.1644
N -0.3858 -3.6842 -0.3803
C -1.5736 -4.3702 0.1281
C -0.6038 -2.9721 -1.6301
H 1.9088 -5.0824 3.0001
H 2.1790 -3.3884 2.5435
H 3.0994 -4.6630 1.7499
H 1.6464 -6.5352 0.9802
H 0.3538 -6.0458 -0.1138
H -0.0003 -6.3431 1.6006
H -1.4617 -4.5778 1.1875
H -1.7662 -5.2980 -0.4131
H -2.4184 -3.6950 0.0141
H 0.3504 -2.6981 -2.0715
H -1.2025 -2.0787 -1.4650
H -1.1328 -3.6431 -2.3087
```

The charge is +1. Its energy above the lowest of the compared OMol25 structures with the same formula, charge and spin is 25.5 kJ/mol. Its spin multiplicity is 4. The value obtained for the LUMO energy (alpha / beta) is -3.38 / -3.46 eV. For the calculated total energy, the calculation gives -8967.9398 Eh. As for the HOMO energy (alpha / beta): -10.93 / -10.93 eV.

***

Entry from the Open Molecules 2025 dataset: a 6-piece molecular cluster, C30H36BrN6O2 overall (ωB97M-V with the def2-TZVPD basis set).

Geometry as XYZ:
```
75
Properties=species:S:1:pos:R:3
C -0.7176 0.5647 -1.7919
C 0.0520 -0.6332 -1.2343
C 0.2808 -1.7703 -2.2332
O 0.2196 -1.3620 -3.6356
N 1.4830 -0.9935 -4.1123
C 1.4784 0.3931 -4.6820
C 2.3635 1.3491 -3.8892
O 2.0900 2.4622 -3.6520
Br 4.0370 0.5534 -3.3247
H -0.9545 1.2522 -0.9787
H -1.6601 0.2621 -2.2536
H -0.1379 1.1400 -2.5190
H 1.0043 -0.3006 -0.8079
H -0.5256 -1.0701 -0.4188
H 1.2279 -2.2866 -2.0393
H -0.5085 -2.5132 -2.1330
H 1.7488 -1.6772 -4.8272
H 2.1861 -1.0589 -3.3585
H 0.4500 0.7500 -4.6598
H 1.8374 0.3470 -5.7116
N 3.9995 5.8428 0.6644
C 3.3816 4.6813 0.4736
C 3.1875 4.1118 -0.7756
C 3.6631 4.7851 -1.8893
C 4.3085 5.9972 -1.7055
C 4.4502 6.4820 -0.4126
H 3.0248 4.1832 1.3691
H 2.6732 3.1635 -0.8676
H 3.5309 4.3747 -2.8815
H 4.6949 6.5607 -2.5436
H 4.9493 7.4268 -0.2304
N -3.3806 -2.8382 -2.0557
C -2.7900 -3.4265 -3.0931
C -3.0353 -4.7269 -3.4994
C -3.9670 -5.4645 -2.7832
C -4.5932 -4.8694 -1.7006
C -4.2690 -3.5593 -1.3709
H -2.0826 -2.8067 -3.6376
H -2.5157 -5.1481 -4.3493
H -4.1973 -6.4841 -3.0634
H -5.3231 -5.4088 -1.1128
H -4.7272 -3.0690 -0.5191
N 1.6111 -2.9910 0.6570
C 2.8375 -2.6180 0.2933
C 3.9960 -3.2530 0.7081
C 3.8774 -4.3457 1.5542
C 2.6106 -4.7460 1.9449
C 1.5141 -4.0395 1.4729
H 2.9003 -1.7477 -0.3576
H 4.9640 -2.8969 0.3832
H 4.7561 -4.8702 1.9051
H 2.4685 -5.5882 2.6075
H 0.5095 -4.3238 1.7641
N 2.0340 4.7545 6.6241
C 1.3872 3.6023 6.4688
C 1.1586 3.0120 5.2344
C 1.6277 3.6556 4.1004
C 2.3038 4.8560 4.2458
C 2.4790 5.3610 5.5266
H 1.0336 3.1292 7.3783
H 0.6248 2.0735 5.1696
H 1.4648 3.2275 3.1185
H 2.6872 5.3984 3.3908
H 3.0030 6.2977 5.6798
N -5.1841 -1.8346 1.5761
C -6.1926 -2.2818 2.3227
C -7.1450 -1.4554 2.8993
C -7.0469 -0.0893 2.6912
C -6.0026 0.3909 1.9171
C -5.1028 -0.5192 1.3844
H -6.2379 -3.3556 2.4680
H -7.9423 -1.8763 3.4961
H -7.7707 0.5887 3.1242
H -5.8856 1.4491 1.7276
H -4.2752 -0.1798 0.7703
```

The charge is +1. The value obtained for the LUMO energy is -3.74 eV. For the calculated total energy, the calculation gives -4217.4340 Eh. As for the HOMO energy: -10.94 eV.

***

Entry from the Open Molecules 2025 dataset: C30H36CrN6O3PS as an isolated structure (ωB97M-V with the def2-TZVPD basis set).

Geometry as XYZ:
```
78
Properties=species:S:1:pos:R:3
Cr 0.0637 1.0804 -0.4699
N -3.9002 1.3077 -2.0901
C -2.5977 1.4728 -1.9444
N -1.8635 0.7930 -1.1123
C -2.4948 -0.1826 -0.2677
N -1.7811 -0.8489 0.5617
N -0.4698 -0.4845 0.5312
C 0.4370 -0.9877 1.3902
C 1.6589 -0.2896 1.4513
C 2.7238 -0.6343 2.3053
C 3.8168 0.1819 2.3886
C 3.8710 1.3648 1.6243
C 2.8295 1.6392 0.7834
N 1.7593 0.8298 0.6502
C -3.9368 -0.3857 -0.3888
C -4.6423 -1.2983 0.3906
C -6.0129 -1.4180 0.2531
C -6.6981 -0.6213 -0.6597
C -6.0105 0.2895 -1.4408
C -4.6378 0.3943 -1.3003
H -4.3938 1.9187 -2.7190
H -2.1258 2.2129 -2.5783
H 0.1898 -1.8212 2.0341
H 2.6414 -1.5326 2.9046
H 4.6331 -0.0699 3.0536
H 4.7033 2.0497 1.6952
H 2.8345 2.5379 0.1788
H -4.0945 -1.9029 1.1024
H -6.5545 -2.1311 0.8622
H -7.7721 -0.7080 -0.7613
H -6.5370 0.9134 -2.1552
C 0.7117 -1.7579 -4.6558
C 0.0436 -1.0923 -3.4493
C -0.6459 -2.1771 -2.6075
P 1.1155 0.0390 -2.4551
C 2.7227 -0.7891 -2.0940
C 3.6792 -0.9981 -3.2728
C 2.4832 -2.1166 -1.3576
C 1.4235 1.5076 -3.5440
C 1.7329 1.2592 -5.0194
C 2.4533 2.4431 -2.8982
H -0.0658 -2.1485 -5.3159
H 1.3172 -2.6062 -4.3328
H 1.3398 -1.0937 -5.2426
H -0.7287 -0.4047 -3.8129
H 0.0578 -2.9696 -2.3491
H -1.4495 -2.6349 -3.1920
H -1.0745 -1.8045 -1.6876
H 3.1949 -0.0977 -1.3925
H 3.2575 -1.6594 -4.0299
H 4.5893 -1.4735 -2.8953
H 3.9759 -0.0672 -3.7533
H 2.2403 -2.9108 -2.0681
H 1.6811 -2.0604 -0.6213
H 3.3953 -2.4116 -0.8337
H 0.4612 2.0263 -3.4998
H 2.6284 0.6565 -5.1683
H 1.9055 2.2252 -5.5007
H 0.9023 0.7799 -5.5406
H 3.4526 2.0086 -2.8912
H 2.1825 2.7031 -1.8766
H 2.5002 3.3757 -3.4641
O 0.3188 2.1824 3.0582
C -0.0095 2.8824 2.1415
N -0.6418 2.4377 0.9672
S -0.8146 3.6231 -0.1019
O 0.0344 3.1397 -1.2386
O -2.1606 3.9384 -0.4809
C -0.0797 4.9069 0.8289
C 0.0976 6.2429 0.5229
C 0.6645 7.0356 1.5111
C 1.0194 6.4985 2.7487
C 0.8205 5.1540 3.0349
C 0.2627 4.3595 2.0554
H -0.1924 6.6545 -0.4358
H 0.8265 8.0879 1.3162
H 1.4546 7.1448 3.5003
H 1.0876 4.7228 3.9920
```

The charge is +1. Its spin multiplicity is 5. The value obtained for the LUMO energy (alpha / beta) is -2.44 / -3.25 eV. For the calculated total energy, the calculation gives -3502.9379 Eh. As for the HOMO energy (alpha / beta): -8.43 / -10.72 eV.

***

Entry from the Open Molecules 2025 dataset: C30H36CrN9O8PS2 as an isolated structure (ωB97M-V with the def2-TZVPD basis set).

Geometry as XYZ:
```
87
Properties=species:S:1:pos:R:3
Cr -0.1629 -0.7415 -0.5995
N -1.2905 -2.5786 -0.2812
N -0.5717 -3.5095 0.4887
C 0.7756 -3.5432 0.3649
N 1.3784 -4.5786 0.9605
S 1.6437 -2.4046 -0.5091
H -2.1691 -2.3909 0.1968
H -1.4741 -2.9620 -1.2117
H -1.0787 -4.3112 0.8358
H 0.8823 -5.2370 1.5367
H 2.3837 -4.5867 0.9931
O -2.4675 -1.3118 -3.8384
C -2.0756 -0.8312 -2.8127
O -0.8051 -0.8336 -2.4212
C -3.0656 -0.1765 -1.8368
P -2.1160 0.7096 -0.5538
C -1.9687 2.3808 -1.2465
C -1.2160 2.5180 -2.4182
C -1.1038 3.7527 -3.0384
C -1.7399 4.8608 -2.4945
C -2.5040 4.7249 -1.3454
C -2.6245 3.4900 -0.7218
C -3.0997 0.7893 0.9680
C -4.1168 -0.1319 1.2230
C -4.7943 -0.1187 2.4355
C -4.4765 0.8274 3.3992
C -3.4717 1.7536 3.1516
C -2.7757 1.7277 1.9527
H -3.6969 -0.9637 -1.4253
H -3.7178 0.4976 -2.3894
H -0.7505 1.6514 -2.8742
H -0.5288 3.8463 -3.9504
H -1.6503 5.8263 -2.9743
H -3.0169 5.5825 -0.9306
H -3.2398 3.4014 0.1629
H -4.4111 -0.8572 0.4761
H -5.5812 -0.8382 2.6186
H -5.0149 0.8457 4.3383
H -3.2171 2.4927 3.9009
H -1.9730 2.4362 1.7849
C 2.6917 3.1234 -0.6588
C 3.3335 1.7602 -0.9468
C 4.5791 1.5704 -0.0914
C 3.6827 1.6235 -2.4250
N 2.4448 0.6358 -0.5631
N 1.1632 0.7118 -1.2066
H 3.4518 3.9051 -0.6517
H 2.1976 3.1229 0.3164
H 1.9551 3.4059 -1.4174
H 5.3316 2.3137 -0.3549
H 4.9977 0.5750 -0.2443
H 4.3474 1.6904 0.9707
H 4.4646 2.3374 -2.6870
H 2.8298 1.8398 -3.0745
H 4.0440 0.6168 -2.6431
H 2.2307 0.7138 0.4288
H 1.3036 0.5209 -2.1987
H 0.7560 1.6455 -1.1064
O 0.4206 1.4154 1.5442
C 0.0851 0.3451 2.0309
O -0.0510 -0.7622 1.3768
C -0.2511 0.2404 3.4886
C -1.0920 -0.7752 3.9163
C -1.4937 -0.7954 5.2323
C -1.0741 0.1385 6.1556
C -0.2154 1.1159 5.6968
C 0.1992 1.1999 4.3822
N 0.2638 2.1343 6.6623
O 1.0872 2.9254 6.2646
O -0.2075 2.1052 7.7750
N -2.4403 -1.8502 5.6621
O -2.7305 -2.7018 4.8472
O -2.8719 -1.7865 6.7877
H -1.4508 -1.5239 3.2274
H -1.4017 0.1114 7.1841
H 0.8407 2.0073 4.0588
S 1.0943 -2.7888 -3.9760
C 2.4358 -3.5024 -4.6484
N 2.2763 -4.3548 -5.7254
C 3.2816 -5.0105 -6.3375
C 4.5488 -4.8272 -5.9019
C 4.7013 -3.9247 -4.8257
N 3.7261 -3.2931 -4.2263
H 1.3217 -4.4640 -6.0416
H 3.0117 -5.6543 -7.1630
H 5.3860 -5.3300 -6.3583
H 5.6983 -3.7143 -4.4494
```

The charge is +1. Its energy above the lowest of the compared OMol25 structures with the same formula, charge and spin is 70.4 kJ/mol. Its spin multiplicity is 4. The value obtained for the LUMO energy (alpha / beta) is -3.04 / -2.89 eV. For the calculated total energy, the calculation gives -4441.4653 Eh. As for the HOMO energy (alpha / beta): -10.08 / -10.08 eV.